The following is a quantum chemistry calculation of the molecule C5H6O2S at a distorted geometry, from OMol25.

Properties
LUMO (alpha / beta) = -0.1586 / -0.1575 eV
Energy above the lowest of the compared OMol25 structures with the same formula, charge and spin = 46.0 kcal/mol
Calculated total energy = -742.7116 a.u.
Molecular weight = 130.2 g mol⁻¹
Charge = 0
Kohn-Sham gap (alpha / beta) = 7.711 / 7.712 eV
Structure (SMILES) = O=CC1=C(O)CCS1

Each line ends with the Löwdin charge.
Positions of all 14 atoms, in Å:
O: 3.322 -0.417 -0.165  0.04
C: 2.196 -0.839 -0.036  -0.35
C: 1.009 -0.071 0.021  -0.47
C: -0.388 -0.654 -0.043  -0.23
O: -0.572 -1.990 -0.025  0.07
C: -1.466 0.411 0.210  -0.17
C: -0.923 1.710 -0.306  -0.39
S: 0.925 1.685 0.039  0.92
H: 1.876 -1.940 0.029  0.12
H: 0.255 -2.389 0.321  0.10
H: -2.323 -0.035 -0.247  0.12
H: -1.446 0.322 1.227  0.10
H: -1.005 1.759 -1.319  0.04
H: -1.462 2.448 0.296  0.09